No. 1
Molecular formula: C31H36ClEuFN6O6
Method: DFT, ωB97M-V with the def2-TZVPD basis set

Last column: Mulliken charge in e.
Cartesian coordinates (Å):
Eu (-1.30326, 1.40704, -1.71061)  1.110
N (-1.27238, 3.91489, -2.28957)  -0.466
N (-2.61264, 3.38972, -2.43710)  -0.297
C (-3.22265, 3.00884, -1.11291)  0.524
O (-4.41590, 3.19989, -1.00649)  -0.669
O (-2.36697, 2.51267, -0.32014)  -0.597
H (-1.28501, 4.70799, -1.65590)  0.227
H (-0.97687, 4.26278, -3.19295)  0.217
H (-3.24696, 4.04697, -2.86601)  0.320
C (-3.70180, -5.48689, -0.40425)  -1.953
C (-4.70417, -4.70831, -1.23892)  0.613
C (-6.11525, -4.82282, -0.67678)  -0.944
C (-7.10281, -4.23547, -1.67293)  -1.061
C (-6.66299, -2.85970, -2.10471)  1.228
C (-7.57466, -1.99168, -2.66330)  -0.684
C (-7.20660, -0.69715, -3.01698)  0.051
F (-8.14146, 0.11157, -3.54834)  -0.354
C (-5.93631, -0.23722, -2.81694)  -0.971
C (-4.98855, -1.10900, -2.26937)  0.337
C (-3.62949, -0.63557, -2.08135)  1.671
O (-3.25013, 0.49246, -2.46652)  -0.841
C (-2.73550, -1.55199, -1.43855)  -0.803
C (-3.12622, -2.81028, -1.12695)  -0.115
N (-4.37094, -3.27452, -1.37646)  0.175
C (-5.33327, -2.42764, -1.91435)  -0.802
C (-1.39255, -0.89416, -1.29824)  0.824
O (-0.77637, -0.67682, -2.37706)  -0.686
O (-1.08436, -0.28761, -0.23786)  -0.679
H (-4.07190, -6.50543, -0.29459)  0.432
H (-3.59172, -5.06192, 0.59472)  0.368
H (-2.72478, -5.55014, -0.88217)  0.512
H (-4.70610, -5.12120, -2.25495)  0.167
H (-6.16852, -4.28353, 0.27241)  0.333
H (-6.34469, -5.87106, -0.48456)  0.350
H (-8.10110, -4.17860, -1.23716)  0.445
H (-7.17597, -4.88915, -2.54753)  0.334
H (-8.59948, -2.30624, -2.81971)  0.499
H (-5.64099, 0.77599, -3.05313)  0.591
H (-2.43137, -3.49289, -0.66422)  0.552
C (2.46236, 0.45497, 1.84458)  -1.531
C (3.65103, -0.42495, 1.43599)  2.739
C (3.14155, -1.74900, 0.84604)  -1.919
C (4.40046, -0.77782, 2.73050)  -2.164
C (4.63917, 0.28007, 0.43471)  1.278
O (5.84940, -0.46982, 0.36456)  -0.692
C (4.92774, 1.75792, 0.76609)  -1.081
C (5.82539, 2.06454, 1.99018)  -1.204
C (5.11130, 2.79023, 3.10756)  0.017
C (5.14435, 2.32874, 4.41800)  -0.015
C (4.49476, 3.00850, 5.43876)  -0.970
C (3.80568, 4.17232, 5.14718)  0.402
Cl (2.98067, 5.02464, 6.40979)  -0.224
C (3.77208, 4.66416, 3.85128)  -0.980
C (4.42294, 3.97282, 2.84408)  0.035
C (4.19651, 0.20149, -1.06527)  -2.514
N (3.09012, 1.03331, -1.49046)  1.155
C (1.79914, 0.69803, -1.57312)  -0.090
N (1.08327, 1.75168, -1.93668)  -0.242
C (2.02780, 2.72484, -2.07256)  -0.382
N (3.24956, 2.32800, -1.81801)  -1.063
H (1.78670, -0.13361, 2.46809)  0.548
H (1.87518, 0.82302, 1.00719)  0.110
H (2.79301, 1.30900, 2.43974)  0.196
H (2.68139, -2.34387, 1.63614)  0.527
H (3.97070, -2.32534, 0.43080)  0.369
H (2.38368, -1.60067, 0.07599)  0.154
H (3.71652, -1.29066, 3.40838)  0.538
H (4.75205, 0.11590, 3.24301)  0.304
H (5.23901, -1.44788, 2.53657)  0.385
H (6.41717, -0.23360, 1.10330)  0.554
H (3.97764, 2.27362, 0.88605)  0.715
H (5.39783, 2.18363, -0.11866)  0.506
H (6.64755, 2.70099, 1.65676)  0.344
H (6.29015, 1.16349, 2.39733)  0.586
H (5.69004, 1.42409, 4.65919)  0.438
H (4.52378, 2.63644, 6.45382)  0.409
H (3.24232, 5.58224, 3.63646)  0.412
H (4.39602, 4.36436, 1.83355)  0.443
H (3.95373, -0.82727, -1.31337)  0.537
H (5.07149, 0.48521, -1.64519)  0.482
H (1.40957, -0.29153, -1.40484)  0.468
H (1.80188, 3.73389, -2.37114)  0.459

Frontier orbital gap (alpha / beta) = 5.19 / 8.36 eV
Spin multiplicity = 8
Max |F| = 0.089 Eh/bohr
Total energy = -88527.77441 eV
Relative energy (zero: lowest compared OMol25 entry of this formula, charge and spin) = 36.6 kcal/mol



No. 2
Molecular formula: C31H36ClN3NiO2Si
Method: DFT, ωB97M-V with the def2-TZVPD basis set

Last column: Mulliken charge in e.
Cartesian coordinates (Å):
Ni (0.19050, -0.34569, 0.26478)  -0.140
C (1.16997, -2.11020, 0.89402)  -0.483
Si (-0.43835, -2.99215, 1.23428)  -0.498
C (-1.79725, -2.41091, -0.04006)  -0.696
N (-1.84268, -0.95334, -0.20166)  1.686
C (-2.32354, -0.54447, -1.52200)  -1.206
C (-3.74957, -1.03228, -1.84234)  -0.805
C (-4.62809, -1.02235, -0.58572)  -0.701
C (-4.10295, 0.00297, 0.41111)  -1.031
C (-2.65085, -0.28685, 0.83451)  -0.319
C (-0.28372, -4.86372, 0.93428)  0.549
C (0.07642, -5.70361, 1.98278)  -0.344
C (0.22633, -7.06399, 1.78949)  -0.686
C (0.02346, -7.61142, 0.53277)  -0.513
C (-0.31328, -6.78774, -0.52839)  -0.726
C (-0.45935, -5.42879, -0.32373)  -0.250
C (-1.05547, -2.80068, 3.02641)  0.806
C (-2.40349, -2.91868, 3.35057)  -0.438
C (-2.84277, -2.86681, 4.66117)  -0.606
C (-1.93180, -2.70588, 5.68997)  -0.594
C (-0.58320, -2.60295, 5.39035)  -0.564
C (-0.15304, -2.64055, 4.07514)  -0.360
H (1.81087, -2.51355, 0.11937)  0.439
H (1.76358, -1.83508, 1.76048)  0.486
H (-2.77636, -2.82534, 0.21995)  0.102
H (-1.52825, -2.82669, -1.01060)  0.614
H (-1.63581, -0.91385, -2.28516)  0.093
H (-2.30535, 0.54728, -1.54913)  0.566
H (-3.72879, -2.03442, -2.27365)  0.222
H (-4.17243, -0.36629, -2.59733)  0.504
H (-4.64850, -2.01008, -0.12427)  0.211
H (-5.65815, -0.78300, -0.85112)  0.515
H (-4.72597, 0.01891, 1.30638)  0.451
H (-4.16732, 0.99235, -0.04654)  0.422
H (-2.63391, -0.90592, 1.73173)  0.039
H (-2.19138, 0.67657, 1.08051)  -0.147
H (0.22915, -5.27912, 2.96502)  0.251
H (0.50355, -7.69798, 2.62064)  0.412
H (0.12958, -8.67633, 0.38382)  0.371
H (-0.46252, -7.20740, -1.51423)  0.406
H (-0.71938, -4.79992, -1.16295)  0.196
H (-3.12387, -3.08645, 2.56264)  0.293
H (-3.89793, -2.95621, 4.87866)  0.429
H (-2.26642, -2.69727, 6.71837)  0.413
H (0.13802, -2.51252, 6.19003)  0.428
H (0.90324, -2.56109, 3.85868)  0.274
Cl (-2.15713, 3.62643, 6.72526)  -0.227
C (-1.45506, 3.00032, 5.27300)  0.363
C (-1.09978, 1.66271, 5.20066)  -0.821
C (-0.52548, 1.17613, 4.04022)  -0.177
C (-0.32233, 2.02106, 2.95449)  0.224
C (-0.68287, 3.35765, 3.04133)  -0.228
C (-1.24655, 3.85255, 4.20114)  -0.718
C (0.24055, 1.47610, 1.67654)  0.778
O (-0.26720, 1.86320, 0.58859)  -0.862
O (1.17769, 0.64718, 1.74834)  -0.709
H (-1.26858, 1.01357, 6.04619)  0.492
H (-0.23115, 0.13718, 3.96828)  0.467
H (-0.50713, 4.00307, 2.19607)  0.444
H (-1.52400, 4.88958, 4.28346)  0.425
C (0.55973, 2.68996, -4.12735)  -1.294
C (0.72843, 1.41587, -3.38937)  0.998
C (1.03444, 0.16328, -3.88201)  -1.322
C (1.05822, -0.69287, -2.77561)  0.656
N (0.77904, 0.00039, -1.67753)  -0.139
N (0.58347, 1.27264, -2.06107)  0.266
C (1.35986, -2.14614, -2.76105)  -0.913
H (0.80024, 2.52462, -5.17378)  0.339
H (1.20824, 3.46511, -3.72718)  0.336
H (-0.46839, 3.03710, -4.05622)  0.292
H (1.22089, -0.09613, -4.90285)  0.420
H (0.33811, 1.94575, -1.33636)  0.192
H (1.05782, -2.60462, -3.69958)  0.325
H (0.85041, -2.61967, -1.92661)  0.015
H (2.43074, -2.29573, -2.63361)  0.306

Frontier orbital gap (alpha / beta) = 7.64 / 8.31 eV
Spin multiplicity = 3
Max |F| = 0.034 Eh/bohr
Total energy = -102741.39369 eV
Relative energy (zero: lowest compared OMol25 entry of this formula, charge and spin) = 0.0 kcal/mol